The following is a DFT calculation (ωB97M-V/def2-TZVPD) of a 6-piece molecular cluster, C47H48BrO4PS2 overall.

Last columns: bonded neighbours and bond lengths (Å).
CARTESIAN COORDINATES (ANGSTROEM)
1 H 2.63 -2.81 1.64  C77 1.090
2 C 2.27 8.17 -8.53  C24 1.388, H37 1.083, C75 1.388
3 C 1.57 5.65 -9.45  C16 1.388, C34 1.388, H44 1.083
4 C 3.69 -5.48 5.36  H20 1.083, C39 1.388, C52 1.388
5 S -7.27 0.09 1.08  P49 1.945
6 H -2.67 -0.38 -1.10  C72 1.087
7 C -3.52 -0.34 1.36  C18 1.495, C45 1.503, O61 1.222
8 C -8.98 -4.33 1.23  H19 1.084, C51 1.389, C98 1.389
9 Br 1.70 2.84 1.86  C11 1.919
10 C -9.36 -5.81 -0.62  C15 1.389, C51 1.388, H65 1.083
11 C 0.10 1.81 1.65  Br9 1.919, C47 1.375, C93 1.362
12 H 2.22 -6.49 6.56  C52 1.083
13 H 0.70 1.29 -4.09  C85 1.084
14 H -9.29 -4.91 -2.57  C15 1.083
15 C -9.20 -4.75 -1.50  C10 1.389, H14 1.083, C54 1.388
16 C 1.73 5.87 -8.09  C3 1.388, C24 1.388, H62 1.081
17 H 5.11 -4.24 4.35  C39 1.083
18 C -2.23 0.41 1.39  C7 1.495, C53 1.388, C55 1.384
19 H -8.89 -4.17 2.30  C8 1.084
20 H 3.89 -6.35 4.74  C4 1.083
21 H 4.19 2.19 5.94  C59 1.083
22 C 6.79 0.03 5.97  C41 1.388, C56 1.388, H100 1.083
23 C 4.79 0.96 4.29  C33 1.388, C59 1.388, H73 1.083
24 C 2.07 7.13 -7.63  C2 1.388, C16 1.388, H68 1.083
25 H 0.29 3.31 -2.78  C48 1.084
26 H 2.32 1.32 -5.97  C103 1.082
27 C 2.84 3.38 -5.67  C63 1.391, H69 1.083, C103 1.389
28 H -5.01 0.72 4.30  C82 1.085
29 H -6.63 -1.07 3.59  P49 1.410
30 H -2.05 -1.91 -2.77  C81 1.093
31 C 0.96 1.02 -0.52  S36 1.860, C47 1.502, H66 1.087, H87 1.085
32 C -2.96 1.30 3.64  O46 1.216, C55 1.505, C82 1.484
33 C 5.68 0.00 3.83  C23 1.388, H42 1.081, C56 1.388
34 C 1.78 6.69 -10.35  C3 1.388, C75 1.388, H83 1.083
35 C 3.17 -3.26 6.95  C38 1.388, H67 1.083, C70 1.388
36 S 2.13 -0.38 -0.13  C31 1.860, C78 1.808
37 H 2.53 9.16 -8.17  C2 1.083
38 C 4.12 -3.19 5.94  C35 1.388, C39 1.388, H101 1.084
39 C 4.38 -4.30 5.14  C4 1.388, H17 1.083, C38 1.388
40 O 0.30 -1.25 -3.56  C76 1.208
41 C 5.89 0.98 6.42  C22 1.388, C59 1.388, H91 1.083
42 H 5.60 -0.38 2.83  C33 1.081
43 H 2.28 8.76 -10.59  C75 1.083
44 H 1.30 4.67 -9.81  C3 1.083
45 C -4.53 -0.13 2.45  C7 1.503, P49 1.829, C82 1.325
46 O -2.71 1.97 4.62  C32 1.216
47 C -0.12 1.06 0.52  C11 1.375, C31 1.502, C53 1.388
48 C 1.01 3.34 -3.59  H25 1.084, C85 1.383, C92 1.388
49 P -6.15 -0.96 2.27  S5 1.945, H29 1.410, C45 1.829, H97 1.409
50 C -1.17 -1.92 -0.83  C72 1.537, H74 1.090, C81 1.564, H90 1.089
51 C -9.24 -5.60 0.75  C8 1.389, C10 1.388, H58 1.083
52 C 2.75 -5.56 6.38  C4 1.388, H12 1.083, C70 1.388
53 C -1.31 0.35 0.35  C18 1.388, C47 1.388, C72 1.512
54 C -8.93 -3.48 -1.01  C15 1.388, H95 1.083, C98 1.388
55 C -1.97 1.18 2.51  C18 1.384, C32 1.505, C93 1.353
56 C 6.68 -0.46 4.67  C22 1.388, C33 1.388, H102 1.083
57 H 3.98 -1.62 1.63  C77 1.090
58 H -9.36 -6.43 1.43  C51 1.083
59 C 4.89 1.45 5.58  H21 1.083, C23 1.388, C41 1.388
60 O 0.79 -3.42 -3.24  H64 0.965, C76 1.377
61 O -3.81 -1.17 0.52  C7 1.222
62 H 1.57 5.06 -7.39  C16 1.081
63 C 2.61 4.53 -4.92  C27 1.391, H79 1.083, C92 1.388
64 H 0.18 -4.15 -3.42  O60 0.965
65 H -9.57 -6.80 -1.00  C10 1.083
66 H 0.60 0.79 -1.52  C31 1.087
67 H 2.96 -2.40 7.56  C35 1.083
68 H 2.18 7.31 -6.57  C24 1.083
69 H 3.55 3.40 -6.49  C27 1.083
70 C 2.49 -4.45 7.17  C35 1.388, C52 1.388, H96 1.083
71 H 1.02 -1.04 1.95  C78 1.095
72 C -1.61 -0.45 -0.89  H6 1.087, C50 1.537, C53 1.512, H89 1.093
73 H 4.01 1.33 3.63  C23 1.083
74 H -1.93 -2.46 -0.25  C50 1.090
75 C 2.12 7.95 -9.89  C2 1.388, C34 1.388, H43 1.083
76 C -0.01 -2.31 -3.07  O40 1.208, O60 1.377, C81 1.512
77 C 3.00 -1.85 2.02  H1 1.090, H57 1.090, C78 1.539, H88 1.091
78 C 2.02 -0.72 1.64  S36 1.808, H71 1.095, C77 1.539, H86 1.091
79 H 3.15 5.44 -5.15  C63 1.083
80 H 1.52 5.40 -3.29  C92 1.083
81 C -1.28 -2.51 -2.27  H30 1.093, C50 1.564, C76 1.512, H99 1.091
82 C -4.27 0.61 3.52  H28 1.085, C32 1.484, C45 1.325
83 H 1.66 6.51 -11.42  C34 1.083
84 H -0.62 2.49 3.52  C93 1.080
85 C 1.24 2.20 -4.34  H13 1.084, C48 1.383, C103 1.388
86 H 2.28 0.14 2.27  C78 1.091
87 H 1.55 1.92 -0.57  C31 1.085
88 H 3.05 -1.93 3.11  C77 1.091
89 H -1.13 0.02 -1.76  C72 1.093
90 H -0.17 -2.06 -0.43  C50 1.089
91 H 5.97 1.36 7.43  C41 1.083
92 C 1.70 4.51 -3.88  C48 1.388, C63 1.388, H80 1.083
93 C -0.82 1.88 2.65  C11 1.362, C55 1.353, H84 1.080
94 H -8.62 -2.27 0.73  C98 1.084
95 H -8.81 -2.65 -1.70  C54 1.083
96 H 1.75 -4.51 7.96  C70 1.083
97 H -5.92 -2.28 1.83  P49 1.409
98 C -8.82 -3.27 0.35  C8 1.389, C54 1.388, H94 1.084
99 H -1.65 -3.54 -2.27  C81 1.091
100 H 7.57 -0.34 6.62  C22 1.083
101 H 4.66 -2.26 5.77  C38 1.084
102 H 7.38 -1.21 4.32  C56 1.083
103 C 2.15 2.21 -5.38  H26 1.082, C27 1.389, C85 1.388

- SMILES string: CCSCc1c(Br)cc2c(c1CCCC(=O)O)C(=O)C([PH2]=S)=CC2=O.c1ccccc1.c1ccccc1.c1ccccc1.c1ccccc1.c1ccccc1
- HOMO-LUMO gap: 0.2571 hartree
- Charge: 0
- DFT total energy: -5832.4566 a.u.
- E_HOMO: -8.80 eV

Atomic partial charges in e from the Mulliken method, atoms 1 to 99: 0.424 -0.402 -0.593 -0.427 -0.423 0.731 1.279 -0.499 -0.153 -0.415 0.550 0.358 0.388 0.361 -0.305 -0.065 0.398 0.483 0.351 0.368 0.389 -0.419 0.014 -0.412 0.470 0.419 -0.646 0.402 0.052 0.308 -0.883 0.296 -0.419 -0.334 -0.596 -0.333 0.361 0.052 -0.379 -0.508 -0.374 0.396 0.354 0.365 0.238 -0.614 0.415 -0.364 0.337 0.009 -0.321 -0.436 -0.325 -0.556 -0.772 -0.452 0.307 0.355 -0.586 -0.467 -0.698 0.439 -0.315 0.342 0.353 -0.549 0.386 0.352 0.388 -0.338 0.228 -1.578 0.259 0.384 -0.418 0.431 -1.349 0.467 0.578 0.386 -0.920 -0.726 0.359 0.626 -0.290 -0.224 1.021 0.345 0.660 0.163 0.384 -0.524 -0.622 0.374 0.378 0.368 0.080 -0.117 0.592